Below is C33H32B2F4HfN8OPS4 as an isolated structure in a non-equilibrium geometry, with properties calculated with wB97M-V/def2-TZVPD.

Cartesian coordinates (Å):
1 Hf -0.59 0.92 -0.01
2 C 1.37 4.11 3.20
3 N 0.59 3.01 3.75
4 C 0.47 2.70 5.07
5 C -0.54 1.85 5.22
6 N -1.11 1.71 3.96
7 B -2.26 0.60 3.86
8 N -3.29 0.84 2.69
9 C -4.44 1.62 2.74
10 C -5.06 1.53 1.55
11 N -4.31 0.65 0.78
12 C -4.75 0.17 -0.50
13 C -3.24 0.25 1.50
14 S -2.08 -0.89 0.89
15 C -0.47 2.49 3.10
16 S -0.92 3.00 1.53
17 H 0.83 5.06 3.02
18 H 1.87 3.76 2.27
19 H 2.22 4.36 3.82
20 H 1.24 3.06 5.79
21 H -0.91 1.36 6.12
22 H -2.90 0.76 4.81
23 H -1.75 -0.48 3.72
24 H -4.59 2.23 3.58
25 H -6.02 1.90 1.09
26 H -3.87 0.07 -1.23
27 H -5.33 0.92 -0.94
28 H -5.33 -0.73 -0.42
29 N 0.65 -0.73 3.23
30 C 1.51 0.13 2.65
31 N 1.29 0.66 1.46
32 C 2.46 1.22 1.00
33 C 3.54 1.09 1.83
34 S 3.04 0.35 3.33
35 C 2.39 1.97 -0.27
36 C 3.40 2.73 -0.72
37 S 2.86 3.59 -2.18
38 C 1.34 2.65 -2.15
39 N 1.23 1.89 -1.07
40 N 0.55 2.63 -3.21
41 H -0.31 -0.71 2.93
42 H 0.62 -0.79 4.23
43 H 4.53 1.55 1.67
44 H 4.21 2.91 -0.10
45 H 0.62 3.35 -3.91
46 H -0.06 1.80 -3.36
47 O -0.91 0.53 -1.92
48 C -1.00 0.18 -3.18
49 C -1.30 -1.33 -3.13
50 C -2.19 -1.87 -4.07
51 C -2.50 -3.23 -4.09
52 C -1.86 -4.12 -3.20
53 C -1.03 -3.61 -2.21
54 C -0.70 -2.21 -2.24
55 P 0.57 -1.55 -1.18
56 C 1.15 -2.95 -0.22
57 C 2.12 -3.83 -0.64
58 C 2.34 -5.02 0.05
59 C 1.69 -5.25 1.26
60 C 0.78 -4.32 1.77
61 C 0.50 -3.18 1.01
62 C 1.92 -1.18 -2.50
63 C 3.16 -1.01 -1.95
64 C 4.34 -0.80 -2.75
65 C 4.14 -0.87 -4.10
66 C 2.94 -1.20 -4.64
67 C 1.79 -1.36 -3.87
68 H -2.68 -1.17 -4.73
69 H -3.19 -3.55 -4.91
70 H -2.14 -5.19 -3.36
71 H -0.44 -4.27 -1.58
72 H 2.70 -3.68 -1.50
73 H 3.08 -5.75 -0.21
74 H 1.99 -6.12 1.84
75 H 0.25 -4.46 2.67
76 H -0.09 -2.36 1.41
77 H 3.16 -1.05 -0.83
78 H 5.30 -0.69 -2.22
79 H 4.97 -0.67 -4.77
80 H 2.75 -1.49 -5.62
81 H 0.84 -1.58 -4.34
82 F -2.45 3.09 -2.63
83 B -2.25 3.65 -1.37
84 F -3.27 4.15 -0.59
85 F -2.19 2.00 -0.52
86 F -0.99 4.20 -1.22

DFT total energy   -114873.211 eV
E_HOMO   -10.410 eV
Frontier orbital gap   7.8 eV
Energy relative to the best compared isomer or geometry (same formula, charge and spin)   208.4 kJ/mol
Net charge   +1

Below is C33H32BBrIrN2O4 as an isolated structure, with properties calculated with wB97M-V/def2-TZVPD.

Cartesian coordinates (Å):
1 Ir -0.92 0.55 -0.35
2 C -1.75 0.75 3.54
3 C -3.03 0.69 2.76
4 C -4.18 1.29 3.26
5 C -5.36 1.26 2.54
6 C -5.42 0.63 1.31
7 C -4.30 0.01 0.77
8 C -4.37 -0.69 -0.55
9 C -3.12 0.06 1.52
10 N -1.96 -0.57 0.93
11 C -1.73 -1.84 1.00
12 C -2.50 -2.80 1.83
13 C -0.64 -2.25 0.10
14 C -0.24 -3.67 -0.06
15 N -0.16 -1.26 -0.57
16 C 0.87 -1.39 -1.58
17 C 2.19 -1.66 -1.21
18 C 2.62 -2.01 0.19
19 C 3.15 -1.67 -2.23
20 C 2.80 -1.44 -3.54
21 C 1.47 -1.21 -3.88
22 C 0.49 -1.18 -2.91
23 C -0.96 -1.04 -3.32
24 H -1.95 1.06 4.57
25 H -1.05 1.48 3.11
26 H -1.23 -0.21 3.57
27 H -4.14 1.78 4.22
28 H -6.25 1.74 2.94
29 H -6.35 0.61 0.75
30 H -5.28 -0.42 -1.08
31 H -4.37 -1.78 -0.43
32 H -3.53 -0.43 -1.21
33 H -3.24 -2.29 2.44
34 H -1.82 -3.37 2.48
35 H -3.00 -3.52 1.18
36 H -1.10 -4.27 -0.36
37 H 0.12 -4.07 0.89
38 H 0.55 -3.78 -0.80
39 H 1.88 -1.77 0.94
40 H 3.54 -1.49 0.44
41 H 2.83 -3.08 0.25
42 H 4.18 -1.88 -1.97
43 H 3.56 -1.45 -4.31
44 H 1.20 -1.06 -4.92
45 H -1.02 -0.80 -4.38
46 H -1.49 -0.24 -2.80
47 H -1.50 -1.97 -3.16
48 Br 3.27 2.71 -6.39
49 C 2.74 2.52 -4.59
50 C 3.69 2.25 -3.62
51 C 3.29 2.12 -2.29
52 C 1.95 2.23 -1.95
53 C 1.01 2.50 -2.93
54 C 1.40 2.67 -4.25
55 C -0.46 2.65 -2.64
56 O -1.21 3.24 -3.35
57 O -0.88 2.05 -1.51
58 H 4.73 2.16 -3.89
59 H 4.03 1.93 -1.53
60 H 1.66 2.15 -0.91
61 H 0.66 2.90 -5.00
62 O 0.78 -0.14 2.06
63 B 0.42 0.81 1.13
64 O 1.08 2.01 1.34
65 C 1.88 1.79 2.45
66 C 2.74 2.66 3.08
67 C 3.42 2.16 4.18
68 C 3.24 0.86 4.63
69 C 2.37 -0.02 3.98
70 C 1.70 0.49 2.89
71 H 2.87 3.68 2.73
72 H 4.10 2.81 4.72
73 H 3.78 0.51 5.49
74 H 2.22 -1.03 4.32

DFT total energy   -119466.206 eV
E_HOMO   -11.186 eV
Frontier orbital gap   6.8 eV
Energy relative to the best compared isomer or geometry (same formula, charge and spin)   81.7 kJ/mol
Net charge   +1

Below is C33H32BrN5O3RuS as an isolated structure, with properties calculated with wB97M-V/def2-TZVPD.

Cartesian coordinates (Å):
1 Ru -0.42 -1.09 0.49
2 N -0.42 -0.64 2.53
3 C 0.85 -0.19 3.12
4 C 1.94 -1.25 2.99
5 C 2.58 -1.29 1.59
6 O 3.77 -1.05 1.45
7 O 1.77 -1.61 0.64
8 H -1.14 0.07 2.65
9 H -0.73 -1.47 3.02
10 H 0.70 0.04 4.18
11 H 1.14 0.73 2.61
12 H 1.49 -2.23 3.20
13 H 2.72 -1.06 3.72
14 C 0.13 0.75 0.08
15 C 0.77 1.78 -0.16
16 C 1.56 2.88 -0.45
17 C 2.22 3.56 0.69
18 C 1.54 3.70 1.90
19 C 2.14 4.29 3.00
20 C 3.45 4.74 2.93
21 C 4.15 4.58 1.74
22 C 3.55 4.00 0.64
23 C 1.74 3.31 -1.83
24 C 2.33 4.53 -2.19
25 C 2.46 4.90 -3.52
26 C 2.00 4.07 -4.54
27 C 1.39 2.87 -4.20
28 C 1.26 2.50 -2.87
29 H 0.51 3.35 1.95
30 H 1.58 4.39 3.92
31 H 3.92 5.19 3.79
32 H 5.19 4.90 1.68
33 H 4.13 3.85 -0.27
34 H 2.67 5.21 -1.42
35 H 2.92 5.85 -3.76
36 H 2.10 4.37 -5.58
37 H 0.99 2.23 -4.97
38 H 0.76 1.57 -2.61
39 C 1.19 -0.67 -4.74
40 N 0.21 -0.89 -3.70
41 C 0.52 -1.11 -2.38
42 N 1.79 -0.91 -2.00
43 O -0.38 -1.50 -1.62
44 H 0.66 -0.50 -5.68
45 H 1.86 -1.53 -4.86
46 H 1.78 0.22 -4.54
47 H -0.72 -1.17 -3.94
48 H 2.40 -0.35 -2.56
49 H 1.98 -0.96 -0.98
50 N 0.98 -4.05 -0.26
51 C -0.30 -4.17 0.19
52 N -0.93 -3.24 0.87
53 C -2.13 -3.74 1.39
54 C -3.06 -3.01 2.13
55 C -4.22 -3.64 2.55
56 C -4.48 -4.97 2.23
57 C -3.58 -5.69 1.47
58 C -2.40 -5.07 1.07
59 S -1.11 -5.72 0.12
60 H 1.38 -3.13 -0.06
61 H 1.15 -4.35 -1.21
62 H -2.90 -1.96 2.32
63 H -4.94 -3.07 3.12
64 H -5.40 -5.43 2.56
65 H -3.78 -6.72 1.20
66 Br -7.09 -0.10 -0.08
67 C -5.19 -0.33 0.04
68 C -4.58 -1.34 -0.67
69 C -3.20 -1.50 -0.56
70 C -2.38 -0.69 0.26
71 C -3.08 0.34 0.92
72 C -4.45 0.53 0.83
73 H -5.16 -2.00 -1.30
74 H -2.74 -2.31 -1.13
75 H -2.52 1.06 1.51
76 H -4.94 1.34 1.36

Multiplicity   2
DFT total energy   -131796.616 eV
E_HOMO (alpha / beta)   -3.006 / -3.759 eV
Frontier orbital gap (alpha / beta)   5.3 / 6.1 eV
Expectation value of S²   0.78
Energy relative to the best compared isomer or geometry (same formula, charge and spin)   62.5 kJ/mol
Net charge   -1

Below is C33H32CoF3N5O2P as an isolated structure in a non-equilibrium geometry, with properties calculated with wB97M-V/def2-TZVPD.

Cartesian coordinates (Å):
1 Co 0.05 -0.15 0.34
2 C 1.95 -0.61 -0.38
3 H 2.42 -0.29 -1.32
4 H 2.68 -0.49 0.44
5 C 0.61 5.05 0.04
6 N -0.18 3.97 -0.55
7 C -1.61 3.91 -0.25
8 C -1.87 2.40 -0.21
9 O -2.95 1.92 -0.11
10 N -0.65 1.76 -0.34
11 C 0.26 2.68 -0.49
12 N 1.54 2.36 -0.60
13 H 0.23 6.01 -0.32
14 H 1.65 4.96 -0.26
15 H 0.56 5.03 1.13
16 H -2.22 4.40 -1.00
17 H -1.84 4.34 0.73
18 H 1.64 1.31 -0.59
19 H 2.06 2.86 -1.31
20 N -2.23 -2.37 -1.42
21 C -2.57 -1.58 -0.38
22 N -3.86 -1.11 -0.34
23 O -1.76 -1.29 0.52
24 H -2.92 -2.78 -2.02
25 H -1.30 -2.79 -1.39
26 H -4.34 -1.07 -1.23
27 H -3.91 -0.25 0.18
28 C -4.13 -0.30 4.04
29 C -3.63 0.92 3.61
30 C -2.30 1.04 3.23
31 C -1.44 -0.06 3.29
32 C -1.95 -1.28 3.71
33 C -3.29 -1.40 4.08
34 P 0.25 0.12 2.58
35 C 1.21 -1.19 3.43
36 C 2.09 -0.99 4.48
37 C 2.82 -2.06 5.00
38 C 2.67 -3.33 4.47
39 C 1.82 -3.53 3.39
40 C 1.11 -2.47 2.86
41 C 0.82 1.64 3.45
42 C 1.73 2.46 2.79
43 C 2.21 3.62 3.39
44 C 1.77 3.98 4.65
45 C 0.86 3.17 5.32
46 C 0.40 2.01 4.72
47 H -5.17 -0.40 4.33
48 H -4.28 1.79 3.56
49 H -1.93 1.99 2.88
50 H -1.31 -2.16 3.74
51 H -3.67 -2.37 4.40
52 H 2.22 0.00 4.90
53 H 3.51 -1.89 5.82
54 H 3.23 -4.16 4.89
55 H 1.72 -4.52 2.95
56 H 0.49 -2.61 1.98
57 H 2.07 2.18 1.80
58 H 2.93 4.25 2.87
59 H 2.13 4.89 5.12
60 H 0.52 3.45 6.31
61 H -0.30 1.37 5.25
62 F -0.26 -9.17 0.93
63 C -0.76 -8.55 -0.21
64 F -2.12 -8.77 -0.08
65 F -0.35 -9.35 -1.24
66 C -0.39 -7.16 -0.37
67 C -0.88 -6.18 0.55
68 C -0.49 -4.88 0.48
69 C 0.45 -4.43 -0.53
70 C 0.90 -5.42 -1.48
71 C 0.51 -6.72 -1.40
72 C 0.96 -3.09 -0.52
73 C 1.42 -1.96 -0.47
74 H -1.60 -6.49 1.31
75 H -0.89 -4.15 1.18
76 H 1.59 -5.11 -2.26
77 H 0.88 -7.44 -2.12

Multiplicity   4
DFT total energy   -101354.830 eV
E_HOMO (alpha / beta)   -0.628 / -3.515 eV
Frontier orbital gap (alpha / beta)   2.6 / 5.5 eV
Expectation value of S²   3.79
Net charge   -1

Below is C33H32HfIN7O2 as an isolated structure in a non-equilibrium geometry, with properties calculated with wB97M-V/def2-TZVPD.

Cartesian coordinates (Å):
1 Hf -0.26 -0.39 -0.26
2 C -2.00 0.41 -3.09
3 C -2.06 -0.96 -3.73
4 C -0.93 -1.92 -3.46
5 C -0.72 -2.95 -4.38
6 C 0.26 -3.88 -4.16
7 C 1.04 -3.77 -3.01
8 C 0.78 -2.72 -2.16
9 N -0.18 -1.80 -2.36
10 N -2.10 0.49 -1.61
11 C -3.25 -0.31 -1.10
12 C -3.32 -0.17 0.40
13 C -4.48 -0.43 1.08
14 C -4.48 -0.29 2.46
15 C -3.31 0.11 3.09
16 C -2.17 0.31 2.34
17 N -2.16 0.16 1.01
18 C -2.35 1.93 -1.30
19 C -1.07 2.69 -1.20
20 C -0.97 4.02 -1.58
21 C 0.21 4.69 -1.33
22 C 1.25 4.02 -0.70
23 C 1.08 2.69 -0.38
24 N -0.05 2.02 -0.64
25 H -1.10 0.95 -3.38
26 H -2.84 0.98 -3.50
27 H -3.01 -1.45 -3.50
28 H -2.10 -0.79 -4.80
29 H -1.35 -2.99 -5.26
30 H 0.43 -4.68 -4.87
31 H 1.82 -4.47 -2.78
32 H 1.36 -2.63 -1.25
33 H -4.19 0.02 -1.56
34 H -3.09 -1.36 -1.36
35 H -5.37 -0.73 0.54
36 H -5.37 -0.48 3.03
37 H -3.27 0.25 4.16
38 H -1.23 0.58 2.79
39 H -3.02 2.36 -2.05
40 H -2.85 2.01 -0.34
41 H -1.81 4.51 -2.05
42 H 0.32 5.73 -1.60
43 H 2.18 4.51 -0.46
44 H 1.86 2.12 0.11
45 N 1.34 -2.94 1.35
46 N 0.12 -3.15 1.98
47 C -1.08 -2.76 1.46
48 O -2.13 -2.90 2.02
49 O -0.96 -2.19 0.23
50 H 1.79 -3.83 1.16
51 H 1.93 -2.37 1.94
52 H 0.06 -3.66 2.85
53 C 0.91 0.16 1.49
54 C 1.27 0.46 2.61
55 C 1.70 0.84 3.93
56 C 1.93 2.19 4.22
57 C 2.35 2.56 5.48
58 C 2.54 1.59 6.46
59 C 2.31 0.25 6.18
60 C 1.89 -0.13 4.92
61 H 1.78 2.93 3.45
62 H 2.52 3.60 5.71
63 H 2.86 1.88 7.45
64 H 2.46 -0.50 6.95
65 H 1.71 -1.17 4.69
66 I 5.88 -0.72 -0.17
67 C 4.22 -0.24 -1.29
68 C 4.31 0.22 -2.59
69 C 3.14 0.52 -3.28
70 C 1.93 0.35 -2.65
71 N 1.83 -0.09 -1.39
72 C 2.96 -0.37 -0.72
73 H 5.28 0.34 -3.07
74 H 3.18 0.88 -4.30
75 H 1.01 0.56 -3.17
76 H 2.84 -0.70 0.30

DFT total energy   -58663.918 eV
E_HOMO   -13.223 eV
Frontier orbital gap   7.9 eV
Energy relative to the best compared isomer or geometry (same formula, charge and spin)   19.6 kJ/mol
Net charge   +2

Below is C33H32KN8O3 as an isolated structure, with properties calculated with wB97M-V/def2-TZVPD.

Cartesian coordinates (Å):
1 K 0.62 -0.44 -0.41
2 C 1.53 -5.17 0.05
3 O 2.19 -4.44 1.11
4 C 2.21 -3.16 0.71
5 N 1.73 -2.85 -0.42
6 C 1.24 -4.10 -1.03
7 C -0.22 -4.01 -1.43
8 C -1.12 -3.23 -0.71
9 C -2.46 -3.19 -1.07
10 C -2.91 -3.94 -2.14
11 C -2.02 -4.71 -2.87
12 C -0.68 -4.74 -2.52
13 C 2.83 -2.20 1.67
14 C 3.57 -2.65 2.76
15 C 4.13 -1.70 3.60
16 C 3.95 -0.36 3.33
17 C 3.20 -0.02 2.21
18 N 2.65 -0.92 1.41
19 C 2.96 1.39 1.81
20 N 2.51 1.76 0.69
21 C 2.42 3.23 0.75
22 C 2.88 3.59 2.17
23 O 3.23 2.31 2.76
24 C 1.04 3.72 0.39
25 C 0.88 4.98 -0.17
26 C -0.38 5.46 -0.49
27 C -1.50 4.66 -0.27
28 C -1.35 3.40 0.30
29 C -0.08 2.93 0.63
30 H 0.63 -5.62 0.47
31 H 2.21 -5.95 -0.28
32 H 1.83 -4.29 -1.93
33 H -0.77 -2.66 0.13
34 H -3.14 -2.56 -0.51
35 H -3.96 -3.91 -2.42
36 H -2.37 -5.29 -3.72
37 H 0.02 -5.34 -3.10
38 H 3.69 -3.71 2.94
39 H 4.71 -2.01 4.46
40 H 4.37 0.41 3.96
41 H 3.12 3.64 0.01
42 H 2.09 4.03 2.78
43 H 3.77 4.22 2.19
44 H 1.75 5.60 -0.36
45 H -0.50 6.44 -0.93
46 H -2.49 5.02 -0.52
47 H -2.22 2.79 0.48
48 H 0.03 1.95 1.07
49 N -4.15 -0.50 4.26
50 C -3.06 -0.44 3.44
51 C -3.04 0.39 2.31
52 C -1.90 0.42 1.53
53 N -0.80 -0.29 1.77
54 C -0.83 -1.07 2.85
55 C -1.91 -1.19 3.70
56 H -5.01 -0.04 4.00
57 H -4.20 -1.18 4.99
58 H -3.90 0.99 2.05
59 H -1.89 1.04 0.64
60 H 0.07 -1.65 3.06
61 H -1.86 -1.85 4.56
62 C -3.12 0.69 -3.87
63 N -1.80 1.27 -3.65
64 C -1.26 2.16 -4.52
65 C -0.03 2.67 -4.32
66 C 0.67 2.21 -3.16
67 N 0.15 1.34 -2.32
68 C -1.09 0.84 -2.54
69 O -1.61 0.02 -1.78
70 N 1.91 2.65 -2.89
71 H -3.56 1.16 -4.75
72 H -3.75 0.87 -3.00
73 H -3.04 -0.38 -4.03
74 H -1.88 2.43 -5.36
75 H 0.40 3.38 -5.01
76 H 2.34 3.37 -3.44
77 H 2.34 2.35 -2.03

DFT total energy   -69127.686 eV
E_HOMO   -10.928 eV
Frontier orbital gap   8.8 eV
Energy relative to the best compared isomer or geometry (same formula, charge and spin)   51.2 kJ/mol
Net charge   +1